No. 1
{"formula": "C28H52BrIN2O8", "method": "ωB97M-V/def2-TZVPD", "spin_multiplicity": 1, "homo_energy_ha": -0.3393, "charge": 0, "total_energy_ev": -127373.6833, "gap_ha": 0.32712, "elements": ["C", "C", "C", "O", "C", "C", "N", "O", "C", "C", "C", "O", "C", "Br", "C", "C", "O", "O", "C", "C", "O", "N", "C", "C", "C", "C", "C", "C", "C", "C", "C", "C", "C", "C", "O", "C", "C", "C", "O", "I", "H", "H", "H", "H", "H", "H", "H", "H", "H", "H", "H", "H", "H", "H", "H", "H", "H", "H", "H", "H", "H", "H", "H", "H", "H", "H", "H", "H", "H", "H", "H", "H", "H", "H", "H", "H", "H", "H", "H", "H", "H", "H", "H", "H", "H", "H", "H", "H", "H", "H", "H", "H"], "positions_angstrom": [[6.666, 3.872, 1.123], [7.599, 2.578, 0.861], [6.799, 1.257, 1.370], [5.392, 1.367, 1.025], [4.674, 0.498, 1.936], [3.515, -0.386, 1.187], [2.269, 0.461, 1.306], [3.981, -0.559, -0.153], [3.374, -1.652, -0.868], [3.561, -3.099, -0.216], [5.092, -3.315, 0.302], [5.885, -3.778, -0.845], [1.873, -1.331, -1.430], [2.109, 0.599, -2.033], [1.618, -2.097, -2.862], [2.239, -1.328, -4.110], [3.482, -1.316, -4.326], [1.299, -0.700, -4.999], [1.879, 0.424, -5.677], [1.328, 1.877, -5.213], [2.719, 0.359, -6.600], [0.772, -1.516, -0.453], [-0.297, -0.480, -0.544], [-1.693, -0.796, 0.183], [-1.651, -0.598, 1.806], [-3.044, 0.140, 2.240], [-2.833, 1.638, 2.778], [-4.310, 2.338, 2.763], [-4.428, 3.548, 1.712], [-4.595, 3.061, 0.184], [-6.114, 3.062, -0.344], [-6.911, 1.691, -0.085], [-6.263, 0.395, -0.784], [-6.217, -0.905, 0.179], [-6.984, -2.026, -0.349], [-6.469, -3.197, 0.361], [0.264, -2.900, -0.370], [0.017, -3.443, 1.147], [-0.860, -4.345, 1.262], [1.019, -2.769, 2.934], [7.300, 4.815, 0.905], [5.766, 3.870, 0.416], [6.371, 3.855, 2.234], [8.583, 2.732, 1.434], [7.851, 2.478, -0.252], [7.259, 0.334, 0.843], [6.993, 1.208, 2.504], [4.293, 1.010, 2.883], [5.443, -0.294, 2.294], [3.420, -1.325, 1.823], [2.469, 1.339, 1.796], [1.503, -0.072, 1.735], [3.989, -1.707, -1.853], [2.792, -3.395, 0.570], [3.443, -3.866, -1.077], [5.125, -4.166, 1.061], [5.564, -2.356, 0.699], [5.756, -3.158, -1.601], [0.479, -2.147, -3.013], [2.025, -3.157, -2.713], [2.163, 2.642, -5.092], [0.645, 2.253, -6.067], [0.682, 1.756, -4.265], [0.033, 0.527, -0.080], [-0.573, -0.361, -1.666], [-2.204, -1.766, -0.129], [-2.411, 0.045, -0.169], [-1.733, -1.650, 2.279], [-0.733, -0.023, 2.157], [-3.841, 0.092, 1.422], [-3.479, -0.461, 3.130], [-2.577, 1.542, 3.902], [-2.052, 2.248, 2.216], [-5.102, 1.555, 2.441], [-4.642, 2.661, 3.823], [-5.376, 4.148, 1.995], [-3.473, 4.175, 1.817], [-4.053, 2.066, -0.013], [-4.035, 3.843, -0.459], [-6.746, 3.914, 0.081], [-6.082, 3.234, -1.489], [-7.969, 1.813, -0.534], [-7.064, 1.539, 1.047], [-5.195, 0.638, -1.107], [-6.852, 0.141, -1.742], [-5.127, -1.246, 0.242], [-6.657, -0.654, 1.211], [-7.190, -4.084, 0.335], [-6.341, -2.901, 1.460], [-5.455, -3.532, -0.080], [0.981, -3.701, -0.802], [-0.720, -3.082, -0.952]], "lowdin_charge": [-0.1336, -0.2159, -0.2294, -0.1774, -0.1395, -0.3448, 0.0499, -0.1557, -0.3044, -0.1097, -0.1865, -0.1138, -0.5418, 0.9280, -0.0643, -0.4159, 0.0551, 0.0098, -0.3811, -0.0235, 0.0924, -0.1592, -0.2387, -0.1658, -0.2001, -0.2131, -0.1884, -0.2114, -0.2070, -0.2041, -0.2128, -0.2114, -0.1493, -0.2332, -0.2288, -0.1256, -0.1685, -0.7135, -0.0679, 0.9517, 0.0758, 0.0763, 0.0799, 0.1074, 0.1059, 0.1350, 0.1264, 0.1360, 0.1176, 0.0912, 0.0768, -0.0094, 0.1504, 0.0539, 0.1294, 0.1300, 0.1152, 0.0902, 0.1320, 0.1272, 0.0957, 0.0979, 0.0508, 0.1018, 0.1170, 0.1066, 0.1054, 0.0672, 0.0863, 0.0695, 0.1212, 0.1128, 0.1109, 0.0933, 0.1105, 0.1115, 0.1057, 0.0882, 0.1098, 0.1078, 0.1147, 0.1133, 0.1013, 0.0920, 0.1234, 0.0972, 0.1272, 0.0965, 0.0902, 0.1001, 0.1335, 0.1429]}


No. 2
{"formula": "C28H52CrN2O2Si2", "method": "ωB97M-V/def2-TZVPD", "spin_multiplicity": 5, "homo_energy_ha": [-0.2313, -0.2817], "charge": 0, "total_energy_ev": -81127.3312, "e_above_lowest_kj_mol": 49.0, "gap_ha": [0.21070, 0.26544], "elements": ["O", "O", "C", "C", "H", "H", "H", "H", "H", "C", "C", "H", "H", "H", "H", "H", "C", "C", "C", "H", "H", "H", "H", "H", "C", "H", "H", "H", "H", "H", "H", "Cr", "C", "Si", "H", "H", "C", "C", "C", "C", "Si", "H", "H", "C", "C", "C", "H", "H", "H", "H", "H", "H", "H", "H", "H", "H", "H", "H", "H", "H", "H", "H", "H", "H", "C", "C", "C", "C", "C", "C", "N", "N", "C", "C", "C", "C", "C", "C", "H", "H", "H", "H", "H", "H", "H", "H", "H"], "positions_angstrom": [[-1.389, -2.003, -2.951], [0.889, 1.331, -6.271], [-0.274, -2.849, -3.406], [-0.719, -4.288, -3.287], [0.640, -2.592, -2.813], [-0.035, -2.681, -4.472], [-0.899, -4.557, -2.250], [-0.023, -5.011, -3.710], [-1.658, -4.426, -3.840], [-1.927, -1.029, -3.889], [-1.626, -1.259, -5.365], [-1.597, -0.011, -3.558], [-2.999, -1.062, -3.676], [-0.688, -0.719, -5.550], [-2.422, -0.807, -5.988], [-1.534, -2.329, -5.630], [0.490, 2.471, -5.536], [2.291, 1.106, -6.265], [-0.937, 2.875, -5.899], [1.178, 3.305, -5.757], [0.557, 2.262, -4.451], [-1.015, 3.086, -6.978], [-1.152, 3.786, -5.333], [-1.659, 2.087, -5.640], [2.736, 0.631, -7.653], [2.491, 0.327, -5.510], [2.882, 2.003, -6.001], [2.129, -0.212, -8.004], [3.787, 0.344, -7.552], [2.661, 1.458, -8.377], [1.316, 1.549, -0.864], [-1.086, -1.316, -0.175], [1.867, 1.552, -1.800], [3.691, 1.172, -1.222], [1.574, 0.711, -2.471], [1.707, 2.530, -2.260], [4.204, -0.422, -2.094], [3.172, 0.554, 0.502], [4.353, 2.902, -1.390], [-2.997, -1.814, -0.218], [-3.600, -0.055, -0.368], [-3.177, -2.296, 0.770], [-3.135, -2.482, -1.096], [-5.075, -0.404, -1.490], [-2.604, 1.348, -1.132], [-4.014, 0.537, 1.360], [3.954, 3.388, -2.293], [5.452, 2.960, -1.408], [4.007, 3.492, -0.531], [3.709, -1.254, -1.575], [5.262, -0.663, -2.024], [3.908, -0.480, -3.144], [2.738, -0.450, 0.324], [2.375, 1.239, 0.843], [4.010, 0.532, 1.200], [-3.312, 1.939, -1.736], [-1.753, 1.051, -1.768], [-2.216, 2.007, -0.343], [-5.005, 1.016, 1.279], [-3.262, 1.263, 1.713], [-4.051, -0.320, 2.053], [-5.887, 0.263, -1.177], [-5.369, -1.457, -1.355], [-4.806, -0.239, -2.543], [-1.114, 3.359, 3.243], [-0.790, 3.271, 1.887], [-0.448, 2.055, 1.311], [-0.512, 0.901, 2.106], [-0.660, 0.989, 3.491], [-1.009, 2.218, 4.060], [-0.530, -0.402, 1.554], [-0.211, -1.308, 2.470], [0.366, -2.437, 1.919], [0.841, -3.438, 2.802], [1.387, -4.595, 2.285], [1.577, -4.661, 0.907], [1.142, -3.652, 0.035], [0.403, -2.586, 0.516], [-1.426, 4.338, 3.637], [-0.819, 4.154, 1.270], [-0.203, 1.936, 0.260], [-0.593, 0.084, 4.095], [-1.219, 2.291, 5.131], [0.697, -3.318, 3.869], [1.648, -5.428, 2.939], [2.037, -5.552, 0.487], [1.346, -3.702, -1.032]], "mulliken_spin": [-0.0035, 0.0001, 0.0166, 0.0044, -0.0068, 0.0005, 0.0009, 0.0001, 0.0004, 0.0284, 0.0013, 0.0027, -0.0018, -0.0002, 0.0001, -0.0001, 0.0001, 0.0001, 0.0000, 0.0000, 0.0001, 0.0000, 0.0000, 0.0001, 0.0001, 0.0001, 0.0000, 0.0000, 0.0000, 0.0000, 0.0689, 3.4555, -0.0622, 0.0022, 0.0056, 0.0023, 0.0017, 0.0214, 0.0005, -0.1527, -0.0394, 0.0204, -0.0016, -0.0051, 0.1380, 0.0125, 0.0000, 0.0002, 0.0000, -0.0013, 0.0000, -0.0001, 0.0090, -0.0054, 0.0007, 0.0089, -0.0578, -0.0157, 0.0002, -0.0004, 0.0002, -0.0013, 0.0000, -0.0002, 0.0175, -0.0051, 0.0368, -0.0644, 0.0401, -0.0072, -0.0003, 0.4638, -0.1415, 0.1178, -0.0387, 0.0939, -0.1571, 0.1415, 0.0014, -0.0002, 0.0332, 0.0110, -0.0005, 0.0020, -0.0011, 0.0063, 0.0021]}